(1)
ORCA calculation (the ωB97M-V functional and the def2-TZVPD basis) on the ion C4H6NO4 with charge +1 in a non-equilibrium geometry.

## Properties
2S+1 = 1
relative energy (zero: lowest compared OMol25 entry of this formula, charge and spin) = 17.7 kcal per mole
total charge = +1

Each line ends with the Mulliken charge.
Geometry (Å):
C (-0.79760, -1.71643, -0.31445)  0.747
C (0.33964, 1.22490, 0.26702)  0.486
C (-1.44935, -0.56888, 0.19266)  -0.499
C (-0.98708, 0.81229, -0.34723)  -0.658
N (1.38284, 0.43369, -0.16208)  0.256
O (-0.62456, -2.77107, -0.67407)  -0.112
O (0.53307, 2.14347, 1.01481)  -0.556
O (1.05867, -0.80343, -0.72195)  -0.408
O (2.55288, 0.35794, 0.56369)  -0.457
H (-2.51903, -0.70420, -0.02842)  0.368
H (-1.34533, -0.57710, 1.28959)  0.348
H (-1.73025, 1.55548, -0.05587)  0.331
H (-0.90683, 0.79231, -1.43425)  0.391
H (1.88875, -1.32388, -0.72658)  0.378
H (2.60418, 1.14492, 1.13714)  0.385


(2)
ORCA calculation (the ωB97M-V functional and the def2-TZVPD basis) on the ion C4H10NO with charge +1 in a non-equilibrium geometry.

## Properties
2S+1 = 1
relative energy (zero: lowest compared OMol25 entry of this formula, charge and spin) = 35.2 kcal per mole
total charge = +1
structure (SMILES) = CC[C@H]([NH3+])C=O

Each line ends with the Mulliken charge.
Geometry (Å):
C (-1.64671, 0.89659, 1.39279)  -1.240
C (-0.51237, -0.10666, 1.01847)  -0.563
C (0.38797, 0.23928, -0.16641)  0.185
N (-0.33699, 1.03352, -1.24752)  -0.369
C (0.87326, -1.07587, -0.76488)  -0.203
O (1.84270, -1.50988, -0.18877)  -0.374
H (-1.24369, 1.91374, 1.38094)  0.334
H (-2.44972, 0.90851, 0.63407)  0.332
H (-2.04578, 0.59430, 2.35076)  0.388
H (0.18542, -0.24701, 1.84234)  0.390
H (-1.11990, -1.03492, 0.88410)  0.358
H (1.20204, 0.87175, 0.18663)  0.245
H (-1.20979, 0.58483, -1.54563)  0.371
H (0.18987, 1.09197, -2.13052)  0.381
H (-0.59035, 2.02022, -1.11918)  0.358
H (0.26728, -1.80526, -1.31839)  0.407


(3)
ORCA calculation (the ωB97M-V functional and the def2-TZVPD basis) on the ion C31H33F4N4O4S with charge -1.

## Properties
calculated total energy = -2518.805602 hartree
2S+1 = 1
total charge = -1
structure (SMILES) = Cc1cccc(Cc2c(CCCO)cc3nc(C(F)(F)C(F)F)c(C(=O)[O-])nc3c2CCCCCCCSc2nnco2)c1

Each line ends with the Mulliken charge.
Geometry (Å):
C (-0.54699, 5.73840, -1.53501)  -1.550
C (0.37744, 4.61325, -1.91513)  0.392
C (1.17406, 4.69226, -3.04683)  -0.504
C (1.99737, 3.63891, -3.40192)  -0.965
C (2.03121, 2.49128, -2.63004)  -0.427
C (1.24548, 2.38983, -1.49621)  0.229
C (1.27956, 1.14426, -0.63880)  -1.147
C (-0.08785, 0.70233, -0.16724)  0.689
C (-0.98699, 0.12617, -1.11886)  1.148
C (-0.61782, -0.00747, -2.58070)  -0.596
C (-1.11909, -1.26471, -3.28818)  -1.039
C (-0.70771, -2.55351, -2.60682)  -0.025
O (-1.41526, -3.62957, -3.22532)  -0.569
C (-2.21732, -0.28789, -0.70368)  -0.727
C (-2.61622, -0.15359, 0.63475)  -0.668
N (-3.85170, -0.59015, 1.01415)  -0.633
C (-4.17303, -0.45017, 2.26202)  0.379
C (-5.58397, -0.91809, 2.60836)  1.155
F (-5.61041, -1.57993, 3.79424)  -0.296
F (-6.03310, -1.79396, 1.66543)  -0.314
C (-6.62635, 0.23317, 2.69872)  0.069
F (-6.01651, 1.42882, 2.83717)  -0.245
F (-7.36945, 0.28518, 1.55154)  -0.293
C (-3.28988, 0.14080, 3.24662)  -0.064
C (-3.61702, 0.26148, 4.74329)  0.181
O (-3.35189, -0.75971, 5.39302)  -0.720
O (-4.03829, 1.38816, 5.08113)  -0.730
N (-2.10998, 0.56219, 2.87110)  -0.170
C (-1.74425, 0.42179, 1.56787)  0.252
C (-0.45847, 0.85190, 1.15261)  0.639
C (0.45036, 1.40797, 2.22085)  -1.604
C (1.04811, 0.29321, 3.10339)  -1.412
C (1.71128, -0.83007, 2.29342)  1.320
C (1.33969, -2.24264, 2.76043)  -1.117
C (1.56852, -3.28199, 1.66304)  -0.686
C (3.04835, -3.41925, 1.25748)  -0.973
C (3.32793, -2.82036, -0.12696)  0.239
S (4.99704, -2.09009, -0.10329)  -0.210
C (5.22133, -1.78758, -1.79044)  0.319
N (6.21762, -2.16003, -2.51703)  -0.328
N (6.00644, -1.60873, -3.77558)  -0.425
C (4.90453, -0.97067, -3.70204)  -0.044
O (4.32767, -1.02221, -2.48199)  -0.013
C (0.42815, 3.45695, -1.15067)  -0.092
H (-0.12970, 6.70664, -1.80326)  0.402
H (-1.50770, 5.61722, -2.03859)  0.296
H (-0.74702, 5.71482, -0.46447)  0.377
H (1.15075, 5.58721, -3.65651)  0.400
H (2.61049, 3.71985, -4.29045)  0.389
H (2.67714, 1.66598, -2.90902)  0.513
H (1.94320, 1.30553, 0.20767)  0.852
H (1.73460, 0.34228, -1.22473)  -0.185
H (-1.01983, 0.86968, -3.09662)  0.268
H (0.46233, 0.04962, -2.71016)  0.156
H (-0.69881, -1.27722, -4.29625)  0.472
H (-2.20359, -1.25527, -3.40422)  0.410
H (0.37440, -2.69416, -2.71559)  0.195
H (-0.93243, -2.52140, -1.53829)  0.131
H (-0.93164, -4.44432, -3.07086)  0.337
H (-2.93230, -0.73952, -1.38212)  0.491
H (-7.30715, 0.06180, 3.53423)  0.313
H (1.24531, 2.00990, 1.78164)  0.448
H (-0.14640, 2.05006, 2.86860)  0.627
H (1.77814, 0.74496, 3.77752)  0.508
H (0.24264, -0.10774, 3.71785)  0.505
H (1.45441, -0.73439, 1.23758)  -1.052
H (2.80058, -0.72712, 2.34908)  0.446
H (1.94774, -2.48447, 3.63762)  0.374
H (0.29267, -2.27425, 3.06548)  0.498
H (1.15744, -4.24324, 1.97125)  0.500
H (1.00066, -2.93758, 0.79324)  0.103
H (3.66796, -2.90630, 1.99818)  0.441
H (3.36100, -4.46329, 1.27349)  0.394
H (2.61126, -2.03275, -0.34839)  -0.476
H (3.30468, -3.57176, -0.91438)  0.592
H (4.41774, -0.43838, -4.50194)  0.467
H (-0.19116, 3.36166, -0.26551)  0.384


(4)
ORCA calculation (the ωB97M-V functional and the def2-TZVPD basis) on a cluster of 11 separate species, C19H60N10O11 in total in a non-equilibrium geometry.

## Properties
2S+1 = 1
relative energy (zero: lowest compared OMol25 entry of this formula, charge and spin) = 227.3 kcal per mole
total charge = 0
structure (SMILES) = NC(N)=O.NC(N)=O.NC(N)=O.NC(N)=O.NC(N)=O.CC(C)O.CC(C)O.CC(C)O.CC(C)O.CO.CO

Each line ends with the Mulliken charge.
Geometry (Å):
N (8.72278, 5.56604, 26.41600)  -0.456
C (7.41991, 5.50771, 26.48920)  0.383
N (6.75039, 6.54350, 25.99370)  -0.192
O (6.74042, 4.43386, 27.03670)  -0.594
H (9.07853, 6.41932, 25.99798)  0.176
H (9.23470, 4.65067, 26.40417)  0.295
H (5.70263, 6.52566, 26.09660)  -0.609
H (7.21177, 7.41294, 25.89236)  0.279
N (-0.97927, 2.44723, 25.54328)  -0.427
C (0.14941, 3.08434, 25.47976)  0.366
N (0.63627, 3.38652, 24.30901)  0.234
O (0.83737, 3.38810, 26.62126)  -0.843
H (-1.35217, 2.13750, 26.48784)  0.325
H (-1.52836, 2.02726, 24.72923)  0.311
H (1.51522, 3.89504, 24.17324)  -0.333
H (0.17480, 3.18384, 23.41121)  0.268
N (3.57858, 3.59059, 25.91709)  1.416
C (4.10427, 2.59476, 25.31334)  0.087
N (5.37689, 2.66993, 25.04571)  -0.148
O (3.29633, 1.55018, 24.92477)  -0.827
H (2.58821, 3.56180, 26.15543)  -0.125
H (4.12072, 4.41480, 26.26104)  -1.688
H (5.77902, 1.83714, 24.57445)  0.314
H (6.08440, 3.15050, 25.62030)  0.036
N (1.44285, 6.00343, 21.75474)  -0.378
C (1.65070, 6.05214, 23.03576)  0.128
N (2.68621, 5.34381, 23.44066)  -0.126
O (0.81577, 6.82433, 23.87911)  -0.363
H (0.71430, 6.66542, 21.44235)  0.338
H (2.19951, 5.72263, 21.06506)  0.227
H (3.04623, 5.34058, 24.40057)  -0.179
H (3.34755, 4.84969, 22.82228)  0.073
N (5.99462, 4.91128, 23.76648)  0.290
C (6.54938, 5.44734, 22.70353)  0.443
N (6.60983, 4.55507, 21.69457)  -0.488
O (7.04107, 6.68979, 22.69506)  -0.712
H (6.01192, 5.60825, 24.52585)  -0.407
H (5.74451, 3.95851, 23.98695)  0.484
H (7.20885, 4.88967, 20.89839)  0.297
H (6.71928, 3.61294, 21.90607)  0.209
C (4.93826, -1.00659, 28.22016)  -1.475
C (5.46863, 0.18513, 27.46446)  1.264
C (5.37703, 1.46684, 28.23208)  -1.386
O (6.62841, 0.00329, 27.17767)  -0.533
H (5.74416, -1.60495, 28.63858)  0.345
H (4.42769, -1.63925, 27.50091)  0.377
H (4.17659, -0.65336, 28.95897)  0.309
H (4.89516, 0.46546, 26.62305)  -0.037
H (5.73463, 1.30094, 29.22574)  0.562
H (4.32536, 1.77409, 28.33401)  0.147
H (5.97790, 2.29946, 27.97014)  0.159
H (7.00222, 0.84114, 26.81636)  0.346
C (1.87918, 6.25710, 27.11510)  -0.674
C (3.36492, 6.57275, 27.16493)  -0.478
C (4.17972, 5.82393, 28.35325)  -1.439
O (4.00903, 6.29693, 26.12603)  3.157
H (1.40678, 7.16808, 27.53944)  0.294
H (1.65487, 5.40390, 27.67779)  0.735
H (1.53326, 6.14236, 26.06329)  -0.318
H (3.41416, 7.66402, 27.26904)  0.293
H (4.18997, 4.68912, 28.16050)  0.276
H (3.74810, 5.85816, 29.39335)  0.390
H (5.21010, 6.24213, 28.42701)  0.314
H (3.60006, 6.89080, 25.44792)  -0.747
C (3.22609, 10.49883, 25.94676)  -1.343
C (3.78476, 9.53594, 24.89829)  0.231
C (5.20474, 9.06120, 25.08138)  -1.007
O (3.10457, 8.49870, 24.86308)  -0.581
H (3.81393, 11.39825, 26.02562)  0.500
H (3.40740, 10.04048, 26.89744)  0.250
H (2.11907, 10.71430, 25.82518)  0.198
H (3.66665, 10.05616, 23.99514)  0.597
H (5.40334, 8.28398, 24.35242)  0.249
H (5.38827, 8.62803, 26.05037)  0.106
H (5.88024, 9.90706, 24.88744)  0.416
H (2.20857, 8.70365, 24.41923)  0.243
C (-0.56976, 10.23969, 26.61957)  -1.873
C (-0.35053, 8.86859, 26.01585)  2.461
C (-1.12230, 7.83132, 26.76855)  -0.927
O (-0.73334, 8.73675, 24.85605)  -0.672
H (-0.44448, 11.15753, 25.98208)  0.393
H (-0.16360, 10.33623, 27.68788)  0.237
H (-1.65014, 10.28132, 26.77630)  0.523
H (0.70805, 8.73214, 26.05635)  -1.176
H (-2.18430, 7.94062, 26.58992)  0.452
H (-0.93587, 7.82958, 27.82972)  0.496
H (-0.95142, 6.78894, 26.53242)  -0.447
H (-0.24134, 8.02406, 24.36910)  0.662
C (-1.99421, 5.45852, 24.32608)  -0.130
O (-2.70371, 4.48043, 25.07989)  -0.672
H (-2.48083, 6.42067, 24.14995)  0.394
H (-1.82975, 5.01066, 23.39078)  0.390
H (-1.01207, 5.60011, 24.74650)  -0.373
H (-2.14319, 3.72999, 25.27754)  0.480
C (-1.59925, 4.52450, 28.38513)  -0.608
O (-2.81884, 4.10963, 27.86720)  -0.564
H (-1.67445, 5.38936, 29.00447)  0.371
H (-0.85461, 4.74618, 27.60267)  -0.013
H (-1.18556, 3.72617, 28.95882)  0.400
H (-3.03768, 4.73903, 27.16311)  0.371


(5)
ORCA calculation (the ωB97M-V functional and the def2-TZVPD basis) on a cluster of 17 separate species, C27H29Cl48FO2 in total in a non-equilibrium geometry.

## Properties
2S+1 = 1
relative energy (zero: lowest compared OMol25 entry of this formula, charge and spin) = 283.7 kcal per mole
total charge = 0

Each line ends with the Mulliken charge.
Geometry (Å):
C (-1.15342, -0.58204, 3.17164)  -0.353
C (-0.88714, 1.00998, 2.87851)  1.420
F (-0.17498, 1.65501, 4.04443)  -0.301
C (-0.00534, 1.28934, 1.48620)  0.008
O (-0.61942, 1.56068, 0.32487)  -0.532
O (1.46531, 1.28938, 1.53914)  0.000
C (2.05361, 0.15548, 0.80947)  0.400
C (3.13769, -0.72170, 1.73178)  0.337
C (2.98977, -0.21756, 3.30012)  0.559
C (3.65983, 1.18799, 3.89345)  -0.254
C (3.41997, 1.63457, 5.46794)  -0.869
C (2.51517, 0.62978, 6.39539)  -0.125
C (1.86236, -0.80086, 5.85659)  -0.501
C (2.09909, -1.23322, 4.28583)  -0.329
H (-2.09852, -0.95498, 2.58619)  0.393
H (-0.22692, -1.16850, 2.71625)  0.024
H (-1.23945, -0.78419, 4.33150)  -0.094
H (-1.94897, 1.55186, 2.82071)  -0.751
H (1.21568, -0.56979, 0.37589)  0.355
H (2.71489, 0.61904, -0.06963)  -0.310
H (2.81259, -1.86215, 1.59524)  -0.262
H (4.24137, -0.65152, 1.31583)  -0.102
H (4.27218, 1.83732, 3.13324)  0.389
H (3.87102, 2.64098, 5.86041)  0.286
H (2.29231, 0.88959, 7.53885)  0.234
H (1.21969, -1.49674, 6.54376)  0.286
H (1.66958, -2.23046, 3.83703)  0.299
C (-2.74579, -3.32428, 6.09698)  -0.335
Cl (-3.69396, -2.13243, 5.19154)  0.012
Cl (-1.77531, -4.31494, 4.99417)  -0.032
Cl (-1.70824, -2.51983, 7.28689)  -0.111
H (-3.43751, -3.98067, 6.63114)  0.466
C (-1.44608, -8.26012, 3.50977)  0.002
Cl (-0.30506, -7.17745, 2.69414)  -0.057
Cl (-0.80635, -9.91155, 3.56415)  -0.128
Cl (-1.79838, -7.67529, 5.14481)  -0.116
H (-2.37845, -8.27064, 2.93949)  0.273
C (-5.13645, 2.24137, 2.38346)  -0.164
Cl (-4.53274, 0.77310, 3.17029)  -0.054
Cl (-5.97420, 3.27485, 3.55373)  -0.119
Cl (-3.80833, 3.12488, 1.61207)  -0.043
H (-5.85054, 1.94854, 1.60952)  0.342
C (3.17655, -4.81868, 0.04712)  0.679
Cl (4.84606, -5.05941, 0.58949)  -0.136
Cl (2.03878, -5.18026, 1.35638)  -0.086
Cl (2.94527, -3.16241, -0.53836)  -0.062
H (2.98040, -5.50657, -0.77931)  -0.372
C (1.74548, 2.25265, -2.85338)  0.587
Cl (1.10027, 0.64036, -3.20493)  -0.105
Cl (3.40739, 2.13964, -2.24947)  -0.096
Cl (1.67634, 3.27868, -4.29630)  -0.150
H (1.12704, 2.70912, -2.07633)  -0.352
C (-2.20552, 3.03829, -5.79403)  0.499
Cl (-2.28920, 4.23768, -7.09550)  -0.146
Cl (-3.52296, 3.28477, -4.63514)  -0.102
Cl (-2.25930, 1.39601, -6.45701)  -0.114
H (-1.25591, 3.16642, -5.26822)  -0.132
C (-2.50309, 0.75462, -10.10726)  0.512
Cl (-3.95846, -0.25435, -10.05042)  -0.127
Cl (-1.04599, -0.25321, -10.08326)  -0.104
Cl (-2.51966, 1.79012, -11.54496)  -0.135
H (-2.49335, 1.39515, -9.22167)  -0.146
C (7.19993, 1.19156, 1.04274)  -0.225
Cl (7.11624, 2.39095, -0.25873)  -0.092
Cl (5.88248, 1.43804, 2.20163)  -0.123
Cl (7.14614, -0.45072, 0.37976)  -0.132
H (8.14953, 1.31969, 1.56855)  0.452
C (-6.36395, 2.10505, -12.48224)  0.526
Cl (-6.50098, 3.86569, -12.62621)  -0.129
Cl (-7.75374, 1.44246, -11.60537)  -0.130
Cl (-6.22523, 1.35879, -14.08329)  -0.121
H (-5.45795, 1.87537, -11.91562)  -0.144
C (-0.23499, 4.87132, -0.22706)  0.559
Cl (1.38825, 4.55628, -0.86361)  -0.098
Cl (-0.28855, 6.44229, 0.59065)  -0.146
Cl (-1.43680, 4.80554, -1.52738)  -0.020
H (-0.47515, 4.09455, 0.50341)  -0.264
C (1.02459, -8.00217, -2.02863)  -0.032
Cl (2.16561, -6.91949, -2.84426)  -0.153
Cl (1.66432, -9.65360, -1.97425)  -0.124
Cl (0.67229, -7.41734, -0.39359)  -0.005
H (0.09221, -8.01268, -2.59891)  0.314
C (1.22601, -2.64730, -7.90374)  0.121
Cl (0.79886, -4.32751, -7.53796)  -0.127
Cl (0.27750, -1.53266, -6.90507)  -0.050
Cl (2.96036, -2.37898, -7.65970)  -0.122
H (0.99193, -2.45323, -8.95360)  0.188
C (-6.94880, -4.94458, 5.16344)  -0.029
Cl (-7.21508, -3.41548, 4.30886)  -0.101
Cl (-5.26147, -5.46106, 5.00350)  -0.066
Cl (-7.39220, -4.78798, 6.87177)  -0.124
H (-7.58691, -5.70776, 4.71064)  0.331
C (9.83826, 4.82278, 2.12481)  -0.012
Cl (8.38289, 3.81381, 2.18165)  -0.040
Cl (11.29536, 3.81494, 2.14881)  -0.130
Cl (9.82169, 5.85828, 0.68710)  -0.124
H (9.84800, 5.46331, 3.01040)  0.318
C (-1.02814, 2.50857, 8.11485)  -0.104
Cl (-1.67334, 0.89628, 7.76330)  -0.059
Cl (0.63377, 2.39556, 8.71876)  -0.125
Cl (-1.09728, 3.53460, 6.67193)  -0.093
H (-1.64658, 2.96504, 8.89190)  0.386
C (-3.76881, 7.11885, -4.51985)  0.173
Cl (-2.09931, 6.87812, -3.97748)  -0.082
Cl (-4.90659, 6.75728, -3.21059)  -0.119
Cl (-4.00010, 8.77512, -5.10533)  -0.137
H (-3.96496, 6.43096, -5.34628)  0.156


(6)
ORCA calculation (the ωB97M-V functional and the def2-TZVPD basis) on an isolated molecule of C6H10O.

## Properties
2S+1 = 1
relative energy (zero: lowest compared OMol25 entry of this formula, charge and spin) = 36.3 kcal per mole
total charge = 0
structure (SMILES) = C[C@H]1C[C@H]2OC[C@@H]12

Each line ends with the Mulliken charge.
Geometry (Å):
C (1.68904, -0.59105, -0.35374)  -1.461
C (0.79332, 0.32769, 0.46275)  0.089
C (0.08818, 1.51337, -0.26922)  -0.798
C (-1.24176, 0.79590, -0.13779)  -0.050
O (-1.48174, -0.27729, -1.07543)  -0.434
C (-1.20547, -1.26296, -0.05844)  -0.611
C (-0.61788, -0.20479, 0.85185)  -0.163
H (2.16741, -1.33634, 0.29379)  0.317
H (2.47751, -0.03296, -0.87238)  0.367
H (1.11289, -1.11595, -1.12042)  0.345
H (1.33467, 0.63880, 1.36583)  0.446
H (0.06314, 2.39136, 0.38476)  0.281
H (0.39843, 1.84370, -1.26979)  0.326
H (-2.13189, 1.40836, 0.02995)  0.392
H (-0.56244, -2.07003, -0.42772)  0.264
H (-2.11853, -1.69428, 0.37345)  0.264
H (-0.85845, -0.20558, 1.91241)  0.425


> Look up the 2S+1 of the second one.

1


> Which formula does entry 2 have?

C4H10NO